# 1
This record from OMol25 describes an isolated molecule of C3H4S in a non-equilibrium geometry. The level of theory is ωB97M-V/def2-TZVPD.

Last column: natural (NBO) charge in e.
Positions of all 8 atoms, in Å:
C 1.2444 0.2204 -0.0685  -0.34
C 0.2227 -0.5901 -0.0835  -0.24
C -1.2616 0.0715 0.0567  -0.19
S -3.0770 0.0170 -0.0371  -0.03
H 2.2321 -0.3004 -0.2137  0.21
H 1.3282 1.2097 -0.3254  0.21
H 0.2847 -1.6808 0.2865  0.23
H -0.9735 1.0526 0.3851  0.15

Cartesian forces, eV/Å:
C 2.940 -2.768 -1.370
C -4.987 -2.093 2.329
C -1.786 0.258 -0.262
S 5.490 -0.833 0.023
H -0.846 0.550 0.788
H -0.588 2.469 -0.158
H 0.092 1.693 -1.388
H -0.314 0.722 0.039

**Kohn-Sham gap**: 7.650 eV
**Highest occupied orbital energy**: -8.750 eV
**Energy above the lowest of the compared OMol25 structures with the same formula, charge and spin**: 208.1 kJ/mol
**Calculated total energy**: -514.76328 Eh
**SMILES**: C=CC=S



# 2
This record from OMol25 describes C52H48ClNO3P2S5SeSr as an isolated structure in a non-equilibrium geometry. The level of theory is ωB97M-V/def2-TZVPD.

Last column: Löwdin charge in e.
Positions of all 114 atoms, in Å:
Sr 15.2789 13.1547 10.3157  1.20
C 15.8180 14.5848 5.8775  -0.48
C 16.0513 16.0885 6.3993  -0.53
S 16.3765 16.3533 8.1422  0.83
C 18.2312 16.3078 8.1407  -0.47
C 18.8088 16.0264 9.6027  -0.50
S 18.5805 14.3836 10.3244  0.85
C 19.4338 13.2909 9.1234  -0.51
C 19.0932 11.8487 9.3974  -0.52
S 17.4064 11.2483 9.1076  0.83
C 17.2094 10.9042 7.3471  -0.50
C 17.0646 12.1816 6.5558  -0.54
S 15.6928 13.2437 7.0850  0.83
H 16.6337 14.3300 5.1538  0.08
H 14.8524 14.5168 5.3659  0.06
H 15.1569 16.6612 6.2081  0.05
H 16.8389 16.5350 5.7834  0.07
H 18.6722 17.2208 7.7191  0.08
H 18.4039 15.4601 7.4693  0.05
H 18.1840 16.6198 10.3333  0.07
H 19.9125 16.2265 9.5956  0.08
H 20.4937 13.4286 9.1742  0.07
H 19.2285 13.4539 8.0865  0.05
H 19.1742 11.6605 10.4727  0.00
H 19.7528 11.1200 8.9192  0.10
H 16.3501 10.2435 7.2708  0.08
H 18.1440 10.4214 7.0622  0.08
H 16.8436 11.9503 5.5233  0.08
H 18.0210 12.6554 6.6171  0.06
O 16.6313 11.9166 12.0387  -0.75
S 16.4281 12.5554 13.4076  0.98
C 17.9951 13.0557 14.0429  -0.40
C 17.9025 14.2902 14.6884  -0.11
C 18.9038 14.7976 15.3899  -0.07
C 20.1499 14.1799 15.3098  -0.02
C 20.3206 12.9913 14.5461  -0.09
C 19.2281 12.4019 13.9344  -0.32
P 19.3776 10.7481 13.0496  1.15
C 21.1075 10.9808 12.5020  -0.38
C 22.1448 10.0801 12.8341  -0.08
C 23.4373 10.3931 12.4733  -0.09
C 23.7849 11.6089 11.8399  -0.07
C 22.7286 12.4124 11.4891  -0.10
C 21.4249 12.1475 11.8456  -0.15
C 19.6366 9.5749 14.4558  -0.38
C 20.2429 9.9730 15.6686  -0.08
C 20.4210 9.0449 16.7019  -0.06
C 20.1669 7.6983 16.3734  -0.09
C 19.6658 7.2700 15.1474  -0.08
C 19.3844 8.2393 14.1922  -0.13
C 16.1127 11.2133 14.4992  -0.39
C 16.7274 11.2172 15.7244  -0.09
C 16.7217 10.1104 16.5316  -0.05
C 15.9743 9.0072 16.1097  -0.05
C 15.2756 9.0672 14.9191  -0.05
C 15.2351 10.2174 14.0888  -0.31
P 14.1397 10.4934 12.6163  1.14
C 12.5913 9.8322 13.4752  -0.36
C 12.3358 8.4856 13.6418  -0.10
C 11.3301 8.1029 14.5421  -0.07
C 10.6416 9.0861 15.2338  -0.10
C 10.8741 10.4510 15.0436  -0.07
C 11.8200 10.8027 14.0943  -0.11
C 14.6019 9.1694 11.3654  -0.35
C 13.5512 8.7156 10.6062  -0.12
C 13.6906 7.5356 9.8445  -0.05
C 14.9693 6.9680 9.6987  -0.07
C 16.0547 7.5184 10.4141  -0.08
C 15.8960 8.6172 11.2777  -0.09
H 16.9489 14.8463 14.6546  0.11
H 18.8288 15.7315 15.9394  0.12
H 20.9914 14.6132 15.8080  0.10
H 21.3219 12.6297 14.4470  0.10
H 21.9686 9.1552 13.3532  0.10
H 24.2238 9.6464 12.6751  0.11
H 24.8825 11.7336 11.7155  0.12
H 22.8630 13.3374 10.9700  0.10
H 20.6608 12.9095 11.5780  0.09
H 20.5080 11.0119 15.8782  0.09
H 20.8168 9.3054 17.6817  0.11
H 20.3077 6.9694 17.1407  0.09
H 19.4574 6.2054 14.8549  0.12
H 19.0395 7.9545 13.2136  0.09
H 17.3391 12.0436 16.0524  0.11
H 17.2801 10.0387 17.4508  0.11
H 16.0426 8.0526 16.5650  0.10
H 14.7129 8.2316 14.5728  0.09
H 12.9333 7.8225 13.0139  0.10
H 11.0458 7.0640 14.6719  0.10
H 9.8213 8.7835 15.9243  0.11
H 10.2272 11.1430 15.5977  0.11
H 12.0276 11.8530 13.7849  0.10
H 12.5890 9.1612 10.6819  0.09
H 12.8677 7.1114 9.3398  0.09
H 15.1098 6.1535 9.0233  0.09
H 17.0443 7.0881 10.3668  0.09
H 16.7615 9.1512 11.7053  0.09
Cl 8.1911 9.6501 10.4905  0.55
C 9.7113 10.5216 10.0442  -0.60
C 10.5183 10.1508 8.8799  -0.07
C 11.6910 10.8203 8.6336  -0.03
C 12.2201 11.7941 9.5248  -0.43
O 13.3691 12.2366 9.2709  -0.27
C 11.4243 12.1863 10.6494  -0.14
C 11.7654 13.2111 11.5957  -0.24
O 12.8401 13.8527 11.6081  -0.08
C 10.1635 11.5104 10.8766  -0.09
H 10.2649 9.4177 8.1551  0.09
H 12.3155 10.5983 7.7913  0.11
H 10.9887 13.4425 12.4183  0.14
H 9.6822 11.6707 11.8365  0.10
Se 15.5277 17.6093 13.2946  0.43
C 15.6827 16.1736 12.2472  -1.00
N 15.9864 15.2818 11.5440  -0.15

Cartesian forces, eV/Å:
Sr -0.313 0.688 0.258
C 0.493 0.670 -0.274
C 0.039 -1.198 -0.456
S 0.702 0.367 0.397
C -0.411 -1.146 0.977
C -0.606 0.534 -0.787
S -0.104 -0.768 -1.068
C -0.249 -0.018 0.034
C -0.266 -0.761 0.585
S -0.472 -0.310 0.752
C 0.445 0.647 0.552
C -0.494 -0.289 -0.436
S 0.265 -0.167 0.343
H -0.780 0.105 0.579
H 0.350 0.363 -0.185
H -0.325 0.078 -0.121
H -0.069 -0.017 0.216
H -0.255 -0.186 0.222
H 0.575 0.176 0.128
H 1.171 -0.109 -0.632
H -1.121 0.306 0.247
H 0.876 0.001 0.417
H -0.624 0.759 -0.594
H 0.007 -0.138 -0.099
H 0.200 0.307 -0.098
H 0.040 -0.151 -0.026
H -0.240 -0.343 -0.352
H 0.181 -0.155 -0.412
H 0.468 0.800 -0.116
O -0.002 0.138 0.237
S -0.119 0.489 -0.898
C 0.623 0.781 -0.112
C -3.469 -0.669 -1.182
C 3.142 1.165 1.234
C -0.254 -1.267 -0.761
C -0.414 2.124 1.071
C -0.591 -0.969 -0.330
P -0.104 0.185 0.342
C 0.149 -0.765 1.064
C -0.373 0.763 -0.708
C 1.021 -0.122 -0.111
C 0.467 -2.040 0.757
C 0.528 1.151 -0.247
C -0.551 0.287 -0.695
C 0.867 1.018 0.179
C -0.586 -0.230 0.731
C -0.043 -0.685 -1.654
C -0.365 -0.055 0.492
C -0.154 -0.288 -0.420
C 0.200 0.085 0.223
C -0.527 0.088 -0.351
C 1.133 0.088 1.050
C -0.987 -1.111 0.048
C 0.540 0.529 -1.035
C -0.564 1.020 -0.766
C 0.957 -0.822 0.524
P -0.575 -0.321 -0.102
C 1.054 0.281 -0.836
C -0.279 -0.146 0.162
C 0.324 0.043 -0.646
C -0.969 -0.122 0.821
C -0.540 -0.580 -0.142
C 0.332 1.419 -0.008
C 0.567 0.827 1.584
C 0.153 -2.015 -0.465
C 1.924 1.114 0.325
C -0.281 1.168 1.083
C -0.295 0.420 0.335
C -0.610 -0.034 -1.080
H 0.399 -0.409 -0.050
H -0.218 -0.123 -0.122
H 0.415 0.129 0.195
H 0.293 -0.457 -0.090
H -0.258 -0.156 0.107
H -0.353 0.560 0.056
H -1.145 0.563 -0.412
H 0.456 0.498 -0.257
H 0.503 -0.675 0.346
H -0.228 -0.331 -0.299
H -0.096 0.030 -0.284
H 0.204 -0.473 0.406
H 0.405 1.103 0.809
H -0.341 -0.066 -0.205
H -0.019 0.153 -0.168
H 0.105 0.278 0.094
H -0.045 -0.575 0.792
H -0.326 -0.640 0.059
H -0.350 -0.343 0.493
H 0.155 0.060 -0.006
H 0.799 0.220 -0.524
H 0.542 -0.013 -0.445
H -0.254 -0.770 0.685
H -0.682 0.359 0.126
H -0.859 -0.283 -0.561
H 0.135 -0.561 -0.135
H 0.076 -0.134 -0.365
H -0.523 -0.607 0.169
Cl 1.177 0.509 -0.558
C 0.417 -0.599 -0.660
C -0.250 1.415 1.231
C -1.068 -0.399 0.743
C -0.531 0.185 0.398
O 1.164 0.591 -0.009
C -1.523 -0.896 -0.032
C 1.442 1.131 0.563
O -1.308 -0.933 0.014
C 1.079 -0.306 -0.153
H -0.753 -0.699 -0.169
H 0.096 -0.227 -0.355
H 0.800 -0.294 -1.081
H -0.280 0.251 -0.241
Se -0.198 -0.018 0.164
C 0.918 -0.267 -0.456
N -0.786 0.236 0.426

**Kohn-Sham gap**: 6.922 eV
**Highest occupied orbital energy**: -6.871 eV
**Energy above the lowest of the compared OMol25 structures with the same formula, charge and spin**: 0.0 kJ/mol
**Calculated total energy**: -7856.82404 Eh



# 3
This record from OMol25 describes a 2-piece molecular cluster, C5H9NO2 overall in a non-equilibrium geometry. The level of theory is ωB97M-V/def2-TZVPD.

Last column: natural (NBO) charge in e.
Positions of all 17 atoms, in Å:
C -1.1234 1.8917 -1.0116  -0.64
C -0.9495 1.0116 0.2164  -0.22
C -0.6993 -0.2958 0.1893  -0.15
C -0.6303 -1.3871 1.2509  -0.63
H -1.6198 1.5012 -1.8506  0.21
H -0.1699 2.1386 -1.4103  0.21
H -1.6502 2.8774 -0.8120  0.22
H -1.0290 1.3793 1.2351  0.19
H -0.6457 -0.7205 -0.7693  0.17
H -1.3640 -2.0330 0.9202  0.21
H -0.8674 -1.0247 2.2324  0.21
H 0.2916 -1.7167 1.1341  0.20
O 2.1569 1.1232 0.9405  -0.49
C 2.1504 0.1913 0.2329  0.82
N 1.7771 -0.7176 -0.4259  -0.30
O 2.4630 -1.6935 -1.1089  -0.50
H 1.9095 -2.5254 -0.9632  0.48

Cartesian forces, eV/Å:
C -0.212 1.663 1.715
C -0.373 -0.880 0.566
C -1.263 0.708 0.227
C -2.779 4.371 -0.346
H -0.996 -1.233 -0.774
H 1.128 0.509 -0.183
H 0.672 -1.177 0.119
H -0.110 0.808 -0.195
H 0.098 -0.616 -1.415
H -1.359 -1.966 -0.271
H 0.120 0.088 0.579
H 4.143 -2.278 0.182
O 0.598 -0.032 -0.264
C 0.251 2.335 1.981
N -0.336 -2.356 -1.802
O -0.542 -1.606 0.157
H 0.961 1.662 -0.276

**Kohn-Sham gap**: 9.168 eV
**Highest occupied orbital energy**: -8.942 eV
**Energy above the lowest of the compared OMol25 structures with the same formula, charge and spin**: 456.4 kJ/mol
**Calculated total energy**: -401.00292 Eh
**SMILES**: C/C=C/C.O=C=NO



# 4
This record from OMol25 describes a 2-piece molecular cluster, C6H16 overall in a non-equilibrium geometry. The level of theory is ωB97M-V/def2-TZVPD.

Last column: Mulliken spin population.
Positions of all 22 atoms, in Å:
C 0.3735 1.2324 -1.0504  -1.03
C 1.3208 2.4532 -0.9606  1.85
C 0.5771 0.3443 -2.2950  0.93
H -0.6208 1.7624 -1.1982  -0.28
H 0.4212 0.5088 -0.2481  0.52
H 1.3064 3.0919 -1.8389  -0.31
H 1.2319 2.9973 -0.0010  -0.40
H 1.6120 0.0879 -2.7565  -0.02
H 2.4027 2.1599 -0.8194  -0.57
H 0.1446 0.8494 -3.1456  -0.28
H -0.0677 -0.5369 -2.2389  -0.01
C -0.9989 -1.4990 0.8857  -0.69
C -1.2198 -0.1114 1.6373  1.63
C -0.2490 -2.5160 1.7532  0.67
H -2.0417 -1.8391 0.6750  -0.35
H -0.4538 -1.3167 -0.0671  0.66
H -0.2018 0.3881 2.1099  -0.05
H -1.8669 -0.3815 2.4576  -0.64
H -0.7586 -3.4330 1.7716  -0.05
H 0.7480 -2.8236 1.5064  -0.29
H -1.5572 0.6779 1.0437  -0.20
H -0.1019 -2.0964 2.7794  -0.09

Cartesian forces, eV/Å:
C 0.314 1.000 -1.619
C 1.958 -1.272 1.446
C 0.601 0.228 -1.677
H 0.578 -1.303 0.650
H -0.160 0.829 0.793
H -0.350 0.164 0.027
H -0.741 0.191 -0.566
H -1.386 0.265 1.687
H -0.840 -0.160 -0.572
H -0.270 0.513 -0.516
H 0.431 -0.355 0.218
C 0.120 1.607 -0.145
C 3.584 -1.300 1.462
C 0.293 1.482 1.193
H 0.919 -0.029 -0.155
H -0.604 -0.264 0.508
H -2.216 -1.628 -1.054
H -0.306 0.527 0.412
H -1.025 -1.320 0.459
H 0.726 0.383 -0.912
H -1.090 0.976 -1.082
H -0.536 -0.535 -0.556

**Kohn-Sham gap (alpha / beta)**: 2.559 / 11.665 eV
**Highest occupied orbital energy (alpha / beta)**: 1.479 / -7.543 eV
**2S+1**: 2
**Expectation value of S²**: 0.750
**Energy above the lowest of the compared OMol25 structures with the same formula, charge and spin**: 122.0 kJ/mol
**Calculated total energy**: -238.08724 Eh
**Total charge**: -1